Model P:
2 unconnected molecules or ions with the total composition C3H9NS2. Source: the Open Molecules 2025 dataset; level of theory: ωB97M-V/def2-TZVPD.

```
15
Properties=species:S:1:pos:R:3:lowdin_charge:R:1
C 0.817 -5.015 1.547 -0.182
H -1.994 6.213 -1.347 0.013
S -2.242 3.411 -0.384 0.268
N 0.558 -3.766 0.939 -0.109
H -0.098 -5.573 1.728 0.071
H -0.986 5.220 -2.441 0.025
H 0.826 -2.419 -0.441 0.060
C 1.316 -3.236 0.073 -0.068
C -1.009 5.812 -1.531 -0.459
H -1.610 2.250 -0.050 -0.185
H -0.140 6.462 -1.456 0.020
S -0.719 4.744 -0.041 0.317
H 2.334 -3.571 -0.128 0.072
H 1.569 -5.660 1.050 0.075
H 1.376 -4.872 2.482 0.080
```

Output
Kohn-Sham gap in eV: 8.997
E_HOMO in eV: -8.38
SMILES string: C=NC.CSS

Model Q:
A molecular structure, C3H9NS2. Source: the Open Molecules 2025 dataset; level of theory: ωB97M-V/def2-TZVPD.

```
15
Properties=species:S:1:pos:R:3:lowdin_charge:R:1
S 0.634 -3.422 1.478 0.348
H 1.360 0.917 -0.136 0.101
C -0.761 1.224 -0.196 -0.338
H 1.484 -1.526 -0.231 0.035
C 0.588 -1.058 -0.597 -0.548
H 0.135 -1.248 -1.612 0.075
S -0.937 -1.585 0.206 0.656
H -0.564 -3.972 1.673 -0.294
H 0.569 2.440 -0.770 0.052
H -1.385 0.843 -1.031 0.097
N -0.452 2.584 -0.670 -0.015
H -1.400 0.991 0.671 0.085
H 0.522 0.147 1.176 0.093
C 0.457 0.302 0.083 -0.412
H -0.251 3.364 -0.043 0.066
```

Output
Kohn-Sham gap in eV: 6.621
E_HOMO in eV: -8.83

Which is most stable? The ranking, best first, is model P, model Q.

Model P:
C3H9NS2 in the gas phase. Source: the Open Molecules 2025 dataset; level of theory: ωB97M-V/def2-TZVPD.

```
15
Properties=species:S:1:pos:R:3:lowdin_charge:R:1
H 2.306 -0.302 1.587 -0.214
H -1.705 -0.825 1.047 0.074
C -0.150 0.420 0.330 -0.333
H -1.205 1.414 -1.868 0.079
H 0.568 -0.757 -1.112 0.085
H -0.722 0.297 -2.978 0.064
N -0.288 -0.235 -0.991 -0.125
C -0.729 -0.480 1.392 -0.519
S 0.254 -2.032 1.559 0.405
H -0.659 1.375 0.246 0.107
C -0.366 0.748 -2.061 -0.150
H -0.814 -0.112 2.411 0.065
S 2.050 -1.386 2.332 0.303
H 0.889 0.690 0.531 0.078
H 0.571 1.185 -2.422 0.080
```

Output
Kohn-Sham gap in eV: 8.971
E_HOMO in eV: -8.43
SMILES string: CNCCSS

Model Q:
2 unconnected molecules or ions with the total composition C3H9NS2. Source: the Open Molecules 2025 dataset; level of theory: ωB97M-V/def2-TZVPD.

```
15
Properties=species:S:1:pos:R:3:lowdin_charge:R:1
C -1.331 -1.624 -0.875 -0.490
H 0.443 1.615 0.858 0.030
S -2.459 0.648 0.874 0.303
N 2.084 0.496 1.387 0.051
H 1.549 0.290 2.279 0.118
H 1.101 -0.148 -1.219 0.022
H 0.882 1.621 -1.564 0.026
H 2.303 -0.427 0.993 0.097
C 1.307 0.884 -0.888 -0.049
H -1.423 1.503 1.182 -0.215
H -1.794 -2.203 -1.663 0.005
S -2.119 0.019 -1.160 0.383
C 1.249 1.073 0.499 -0.343
H -0.258 -1.785 -0.929 0.003
H -1.535 -1.962 0.228 0.059
```

Output
Kohn-Sham gap in eV: 7.935
E_HOMO in eV: -7.84
SMILES string: C=CN.CSS

Model R:
C3H9NS2 in the gas phase. Source: the Open Molecules 2025 dataset; level of theory: ωB97M-V/def2-TZVPD.

```
15
Properties=species:S:1:pos:R:3:lowdin_charge:R:1
C 0.332 0.209 0.256 -0.314
H 1.079 0.929 0.467 0.089
H 2.553 0.896 -1.586 0.099
H -1.771 1.132 0.354 0.074
H -1.002 0.633 1.874 0.030
C 1.395 0.809 -1.843 -0.212
C -1.060 0.442 0.849 -0.455
H -2.430 -2.214 3.153 -0.216
H 1.375 0.395 -2.904 0.080
H 0.799 -0.974 -1.593 0.080
S -1.922 -1.249 0.707 0.390
S -1.339 -2.136 2.417 0.301
N 0.525 -0.119 -1.190 -0.151
H 0.815 1.897 -1.805 0.127
H 0.651 -0.649 0.846 0.077
```

Output
Kohn-Sham gap in eV: 9.410
E_HOMO in eV: -8.74
SMILES string: CNCCSS

Which is most stable? The ranking, best first, is model P, model R, model Q.

Model P:
C5H3N3 in the gas phase. Source: the Open Molecules 2025 dataset; level of theory: ωB97M-V/def2-TZVPD.

```
11
Properties=species:S:1:pos:R:3:lowdin_charge:R:1
N -0.618 0.152 0.818 0.006
N 4.755 1.211 0.205 0.075
C -2.367 1.133 -0.740 0.129
C 0.605 -0.156 0.399 -0.048
C -1.549 0.672 0.007 -0.191
H 3.274 -1.670 -0.388 0.101
N 2.814 -0.797 -0.626 0.058
H -3.096 1.535 -1.374 0.014
C 4.019 0.404 -0.111 -0.133
C 1.635 -0.575 -0.090 -0.167
H -0.875 -0.030 1.778 0.156
```

Output
Kohn-Sham gap in eV: 8.663
E_HOMO in eV: -8.99
SMILES string: C#CNC#CNC#N

Model Q:
C5H3N3 in the gas phase. Source: the Open Molecules 2025 dataset; level of theory: ωB97M-V/def2-TZVPD.

```
11
Properties=species:S:1:pos:R:3:lowdin_charge:R:1
C 1.511 0.151 -0.685 -0.186
N -0.123 -0.130 -2.401 0.200
C 0.127 -0.565 2.390 0.128
C 0.135 0.195 -1.183 -0.319
N 2.656 0.406 -0.642 0.183
H -2.413 0.586 0.928 0.080
C -0.867 0.017 -0.080 -0.299
H 0.327 -0.886 3.386 0.036
N -2.007 0.569 -0.010 0.181
C -0.077 -0.181 1.266 -0.085
H 0.731 -0.162 -2.968 0.081
```

Output
Kohn-Sham gap in eV: 9.556
E_HOMO in eV: -10.77
SMILES string: [H]/N=C(C#N)/C(C#C)=N/[H]

Model R:
C5H3N3 in the gas phase. Source: the Open Molecules 2025 dataset; level of theory: ωB97M-V/def2-TZVPD.

```
11
Properties=species:S:1:pos:R:3:lowdin_charge:R:1
C 2.125 -0.176 0.030 -0.133
H 3.272 -0.344 0.181 0.149
C 0.205 0.659 -0.174 -0.243
N 1.498 1.019 -0.161 0.093
H -2.962 -0.266 -0.168 0.146
C 0.168 -0.899 -0.045 -0.252
C -1.823 -0.191 -0.069 -0.118
C -1.073 0.991 0.119 0.002
N -1.178 -1.356 -0.070 0.105
H -1.619 1.909 0.343 0.115
N 1.386 -1.345 0.016 0.135
```

Output
Kohn-Sham gap in eV: 6.811
E_HOMO in eV: -9.10
SMILES string: C1=CC2=NC=NC2=N1

Model S:
C5H3N3 in the gas phase. Source: the Open Molecules 2025 dataset; level of theory: ωB97M-V/def2-TZVPD.

```
11
Properties=species:S:1:pos:R:3:lowdin_charge:R:1
C -0.368 -0.267 1.095 -0.035
C -0.859 -0.409 -1.217 -0.160
C 1.598 -0.490 -0.510 -0.030
H 0.156 0.311 1.832 0.081
C 0.194 1.545 -0.250 -0.210
H -0.177 -1.481 1.109 0.172
N -1.737 -0.716 -1.858 0.195
N -0.014 2.690 -0.422 0.225
H -1.419 0.227 0.869 0.145
C 0.234 0.143 -0.240 -0.535
N 2.392 -1.553 -0.408 0.152
```

Output
Kohn-Sham gap in eV: 11.437
E_HOMO in eV: -12.26
SMILES string: CC(C#N)(C#N)C#N

Which is most stable? The ranking, best first, is model R, model Q, model S, model P.

Model P:
2 unconnected molecules or ions with the total composition C4H12N2O. Source: the Open Molecules 2025 dataset; level of theory: ωB97M-V/def2-TZVPD.

```
19
Properties=species:S:1:pos:R:3:lowdin_charge:R:1
H -0.693 0.352 1.018 0.099
N 0.047 0.882 -0.975 -0.028
H -0.556 -2.873 1.154 0.071
N 0.785 2.763 0.229 0.131
H -1.903 -3.110 0.243 0.078
O 2.223 0.012 0.393 -0.093
H 1.350 3.621 0.133 0.124
C -0.700 -1.336 -0.411 -0.262
C -0.899 0.164 -0.044 -0.226
C 0.331 2.096 -0.790 -0.365
H -1.880 -1.763 1.322 0.035
H 1.552 0.123 -0.323 -0.014
H 1.218 2.149 0.959 0.122
H 2.647 -0.832 0.197 0.038
C -1.295 -2.260 0.629 -0.125
H 0.430 -1.505 -0.512 0.098
H 0.354 2.621 -1.643 0.083
H -1.030 -1.561 -1.459 0.113
H -1.979 0.459 -0.120 0.121
```

Output
Kohn-Sham gap in eV: 9.113
E_HOMO in eV: -8.27
SMILES string: CCC/N=C\N.O

Model Q:
2 unconnected molecules or ions with the total composition C4H12N2O. Source: the Open Molecules 2025 dataset; level of theory: ωB97M-V/def2-TZVPD.

```
19
Properties=species:S:1:pos:R:3:lowdin_charge:R:1
H -0.910 1.804 1.023 0.081
C -0.699 -1.295 0.696 -0.250
H 0.249 -1.325 0.175 0.068
H -1.621 -0.167 2.237 0.106
H 2.594 -0.476 -1.947 0.090
H -0.965 -2.252 1.146 0.107
H 2.113 0.351 -0.716 0.088
H -0.046 -0.655 2.650 0.095
H 0.482 -0.404 -3.097 0.126
C -0.609 -0.241 1.823 -0.240
N -0.249 0.876 -1.708 0.044
C 0.676 0.024 -2.103 -0.317
C -0.119 1.164 1.473 -0.126
H -1.327 -0.149 -0.531 0.029
H -0.556 1.241 -2.618 0.057
H 0.246 1.679 2.374 0.068
O -1.770 -1.039 -0.308 -0.136
H 0.732 1.185 0.814 0.025
N 1.780 -0.320 -1.385 0.084
```

Output
Kohn-Sham gap in eV: 9.906
E_HOMO in eV: -9.20
SMILES string: [H]/N=C/N.CCCO

Model R:
C4H12N2O in the gas phase. Source: the Open Molecules 2025 dataset; level of theory: ωB97M-V/def2-TZVPD.

```
19
Properties=species:S:1:pos:R:3:lowdin_charge:R:1
C 1.599 0.412 1.295 -0.333
H -1.689 1.069 -2.544 0.084
C -1.044 -0.561 -1.192 -0.361
N 0.692 -0.468 0.545 -0.083
C -0.684 0.073 0.208 -0.138
H 0.827 -0.265 -1.907 0.069
H -0.702 1.227 0.152 0.141
H 1.807 -0.615 2.860 0.012
H 0.817 0.818 1.913 0.082
O 0.110 -0.879 -2.148 -0.094
N 2.488 -0.118 2.377 -0.025
H 1.333 -1.046 0.047 0.094
H -1.364 -0.432 0.990 0.137
H -1.367 -1.611 -1.045 0.135
C -2.098 0.273 -1.921 -0.070
H 2.168 1.224 0.880 0.100
H 2.678 0.640 3.117 0.100
H -2.769 -0.457 -2.409 0.083
H -2.800 0.714 -1.217 0.068
```

Output
Kohn-Sham gap in eV: 9.795
E_HOMO in eV: -8.91
SMILES string: C[C@@H](O)CNCN

Model S:
2 unconnected molecules or ions with the total composition C4H12N2O. Source: the Open Molecules 2025 dataset; level of theory: ωB97M-V/def2-TZVPD.

```
19
Properties=species:S:1:pos:R:3:lowdin_charge:R:1
C -0.284 0.971 -1.252 -0.225
H -0.420 0.301 -2.103 0.104
H -0.632 -0.912 -0.036 0.093
H 1.532 0.475 1.801 0.079
H 0.314 1.681 1.357 0.067
H 1.961 1.803 0.705 0.086
O -0.074 -2.923 0.620 -0.118
H 1.376 -1.010 -1.531 0.050
H -2.350 0.973 -1.151 0.078
C 0.791 0.237 -0.183 -0.441
N 1.689 -0.576 -0.658 0.083
H -1.534 2.272 -0.257 0.075
H -0.427 -1.262 1.796 0.076
H 0.259 1.853 -1.593 0.104
H -1.857 -1.951 0.953 0.081
C 1.167 1.108 0.988 -0.062
H 0.815 -2.632 0.321 0.070
C -0.786 -1.750 0.887 -0.184
N -1.540 1.341 -0.664 -0.016
```

Output
Kohn-Sham gap in eV: 9.656
E_HOMO in eV: -8.91
SMILES string: [H]/N=C(/C)CN.CO

Which is most stable? The ranking, best first, is model Q, model P, model S, model R.